Formula: C54H132Cl6O34P4
Source: the Open Molecules 2025 dataset
Level of theory: ωB97M-V/def2-TZVPD

Element x y z (Å)
Cl1 -1.4286 2.7330 3.9179
C1 -3.0649 2.5270 3.2645
C2 -3.2619 2.9843 1.8091
Cl2 -3.1176 4.7843 1.6220
H1 -3.7309 3.1453 3.8663
H2 -3.3941 1.4934 3.3705
H3 -4.2790 2.7128 1.5264
H4 -2.5938 2.5267 1.0794
Cl3 -1.3992 5.4458 -5.7327
C3 -0.5501 4.6858 -4.2905
C4 0.5118 3.7554 -4.6909
Cl4 -0.1578 2.2264 -5.3452
H5 -1.3407 4.2673 -3.6678
H6 -0.0367 5.4027 -3.6497
H7 1.0552 3.3642 -3.8308
H8 1.1921 4.2057 -5.4137
Cl5 -6.8976 5.8542 -3.5939
C5 -8.3765 5.0114 -3.1003
C6 -8.5919 3.6970 -3.8868
Cl6 -7.1512 2.6659 -3.7529
H9 -9.2551 5.6434 -3.2302
H10 -8.2934 4.8781 -2.0217
H11 -8.7428 3.9382 -4.9390
H12 -9.5221 3.1567 -3.7112
C7 3.9367 10.9724 -2.6942
O1 4.6673 9.9448 -3.3783
P1 5.5729 10.3871 -4.6726
O2 6.3857 9.3088 -5.2969
O3 4.4665 11.0148 -5.6969
C8 3.7083 10.1511 -6.5231
O4 6.3665 11.7094 -4.1679
C9 7.7122 11.9603 -4.6181
H13 4.6046 11.5192 -2.0285
H14 3.1055 10.6073 -2.0911
H15 3.5967 11.7650 -3.3608
H16 3.6571 9.1474 -6.1011
H17 4.2253 10.1533 -7.4826
H18 2.6932 10.5449 -6.5754
H19 8.2083 11.1926 -5.2120
H20 8.4046 12.0618 -3.7824
H21 7.7585 12.8599 -5.2318
C10 6.0500 10.2797 3.0630
O5 4.6988 10.7943 3.1347
P2 3.7561 10.0583 4.2319
O6 4.0235 8.5801 4.3527
O7 2.1924 10.4629 3.8693
C11 1.1073 9.8669 4.5815
O8 4.0133 10.9197 5.5470
C12 5.1880 10.6764 6.3063
H22 6.2209 9.9430 2.0404
H23 6.2613 9.4294 3.7113
H24 6.7773 11.0184 3.4000
H25 0.8133 9.0238 3.9563
H26 0.2395 10.5069 4.7408
H27 1.3633 9.4044 5.5347
H28 5.6103 11.6515 6.5491
H29 5.9212 10.0083 5.8545
H30 4.8764 10.1849 7.2279
C13 4.9256 -0.5739 4.3730
O9 5.1009 -1.5480 3.3519
P3 5.6867 -3.0039 3.7845
O10 4.7002 -3.8881 4.4263
O11 7.0202 -2.6473 4.6233
C14 8.1918 -2.1042 4.0050
O12 6.3329 -3.5682 2.3947
C15 5.4204 -4.0442 1.4414
H31 3.9387 -0.1198 4.2833
H32 5.5979 0.2799 4.2892
H33 4.9823 -1.0070 5.3717
H34 8.0222 -1.4923 3.1191
H35 9.0030 -2.8317 3.9745
H36 8.4821 -1.3340 4.7195
H37 4.9631 -3.1963 0.9315
H38 4.5830 -4.5535 1.9182
H39 5.9180 -4.7347 0.7604
C16 -0.3667 -8.0122 2.7096
O13 -1.0767 -8.0845 1.4839
P4 -0.3535 -8.8956 0.2458
O14 0.9924 -8.4268 -0.0374
O15 -0.5093 -10.4711 0.6588
C17 -1.5965 -11.1908 0.3122
O16 -1.3681 -8.6760 -0.9927
C18 -1.0588 -9.0585 -2.3174
H40 -0.8154 -8.7388 3.3868
H41 -0.3422 -7.1143 3.3271
H42 0.6387 -8.3834 2.5113
H43 -1.8725 -11.7969 1.1750
H44 -1.4563 -11.8288 -0.5604
H45 -2.4667 -10.5957 0.0353
H46 -0.8302 -8.1356 -2.8505
H47 -1.9124 -9.4374 -2.8794
H48 -0.2600 -9.7991 -2.3541
C19 2.6590 -8.6686 8.6375
O17 1.3237 -8.3576 8.5019
C20 0.7822 -7.6062 9.6004
C21 -0.4970 -6.9526 9.1097
O18 -1.0945 -6.0639 10.0599
C22 -0.3789 -5.0453 10.7112
C23 0.0134 -3.8625 9.7701
O19 -1.1956 -3.3066 9.1974
C24 -0.9780 -2.3281 8.1787
H49 2.8750 -9.2151 9.5555
H50 3.3527 -7.8346 8.5306
H51 2.7951 -9.2880 7.7510
H52 1.4958 -6.9019 10.0280
H53 0.6240 -8.3322 10.3979
H54 -1.1628 -7.6978 8.6742
H55 -0.3343 -6.3248 8.2337
H56 0.4862 -5.3889 11.2783
H57 -1.0871 -4.6597 11.4446
H58 0.5867 -4.3866 9.0055
H59 0.6201 -3.1174 10.2847
H60 -1.8626 -1.8179 7.7976
H61 -0.4749 -2.7914 7.3300
H62 -0.3357 -1.5180 8.5242
C25 16.6674 10.0144 -4.1591
O20 15.1969 10.0656 -4.0259
C26 14.6695 9.2819 -2.9678
C27 13.1458 9.4574 -2.8153
O21 12.7221 8.3225 -2.0249
C28 11.3121 8.4325 -1.5051
C29 11.1097 7.0789 -0.8531
O22 9.9079 7.0201 -0.1589
C30 9.6888 5.6921 0.3780
H63 17.0548 10.4098 -3.2202
H64 16.9564 10.6880 -4.9659
H65 16.9906 8.9736 -4.1369
H66 15.1581 9.6567 -2.0683
H67 14.9132 8.2334 -3.1394
H68 12.7041 9.4155 -3.8109
H69 12.8284 10.3395 -2.2591
H70 10.5795 8.6458 -2.2836
H71 11.1990 9.1720 -0.7123
H72 11.9618 6.7438 -0.2617
H73 11.0683 6.3549 -1.6669
H74 9.6666 4.8768 -0.3451
H75 8.8119 5.7878 1.0183
H76 10.5354 5.4463 1.0190
C31 -0.2863 -5.0924 -6.4898
O23 -1.7122 -5.2232 -6.1220
C32 -2.6063 -5.0185 -7.2189
C33 -2.6515 -6.1747 -8.3346
O24 -1.5539 -6.0749 -9.1403
C34 -1.5377 -6.8807 -10.2558
C35 -1.8142 -8.3604 -9.8804
O25 -0.9705 -8.7626 -8.8226
C36 -1.1030 -10.1352 -8.4449
H77 -0.0066 -4.1897 -7.0329
H78 -0.0069 -5.9707 -7.0716
H79 0.2845 -5.0655 -5.5615
H80 -2.3946 -4.0445 -7.6601
H81 -3.6324 -4.9656 -6.8549
H82 -3.5711 -6.0268 -8.9009
H83 -2.6990 -7.1256 -7.8039
H84 -0.5014 -6.6913 -10.5356
H85 -2.2635 -6.5323 -10.9906
H86 -1.5219 -8.9055 -10.7780
H87 -2.8772 -8.4482 -9.6557
H88 -0.5470 -10.3783 -7.5394
H89 -1.0104 -10.8399 -9.2712
H90 -2.1682 -10.2382 -8.2381
C37 -8.9407 -3.2708 -5.0858
O26 -9.5890 -4.0179 -4.1152
C38 -8.9925 -3.8316 -2.8383
C39 -8.0572 -4.9852 -2.5722
O27 -7.4897 -4.9486 -1.2827
C40 -6.6029 -6.0704 -0.9020
C41 -6.2078 -6.0862 0.5930
O28 -7.3434 -6.2071 1.3547
C42 -7.0439 -6.5555 2.7045
H91 -7.9635 -3.7311 -5.2317
H92 -8.8486 -2.2459 -4.7264
H93 -9.4932 -3.2797 -6.0254
H94 -9.7763 -3.7538 -2.0848
H95 -8.3929 -2.9229 -2.7853
H96 -7.2190 -4.8307 -3.2516
H97 -8.4963 -5.9720 -2.7183
H98 -5.6977 -6.0222 -1.5074
H99 -7.0744 -7.0203 -1.1544
H100 -5.6972 -5.1577 0.8485
H101 -5.5212 -6.9040 0.8122
H102 -6.4796 -7.4870 2.7501
H103 -8.0133 -6.7631 3.1577
H104 -6.5658 -5.8527 3.3868
C43 -2.3981 -1.0595 -1.0062
O29 -2.1884 -1.0571 0.4071
C44 -1.0154 -1.7902 0.9153
C45 0.3426 -1.3807 0.3383
O30 0.4692 0.0279 0.4122
C46 1.6970 0.5741 -0.1737
C47 1.8710 2.0691 0.1942
O31 2.7486 2.6534 -0.7122
C48 2.8717 4.0705 -0.4815
H105 -2.3851 -2.0646 -1.4278
H106 -1.6034 -0.4374 -1.4180
H107 -3.3305 -0.5321 -1.2072
H108 -1.1373 -2.8480 0.6826
H109 -0.9949 -1.7069 2.0019
H110 0.5467 -1.6786 -0.6902
H111 1.1804 -1.8137 0.8849
H112 1.7676 0.4773 -1.2571
H113 2.5181 0.0236 0.2855
H114 2.3310 2.2367 1.1680
H115 0.8805 2.5130 0.0942
H116 3.4725 4.3705 0.3772
H117 1.8924 4.5416 -0.3973
H118 3.3275 4.5166 -1.3654
C49 -8.7664 -1.5380 3.0106
O32 -8.7526 -0.1492 2.6344
C50 -9.4896 0.1157 1.4501
C51 -10.8330 -0.5972 1.1020
O33 -11.8810 -0.2671 2.0138
C52 -13.0968 -0.9429 1.8968
C53 -13.1157 -2.4537 2.0711
O34 -12.4806 -3.1541 0.9873
C54 -12.1814 -4.5013 1.2393
H119 -7.9808 -1.7470 3.7367
H120 -8.6889 -2.1643 2.1219
H121 -9.7039 -1.8209 3.4893
H122 -8.7420 -0.1682 0.7094
H123 -9.5999 1.1820 1.2528
H124 -10.6867 -1.6735 1.0117
H125 -11.0204 -0.3022 0.0695
H126 -13.6599 -0.6985 0.9961
H127 -13.7053 -0.4642 2.6641
H128 -14.0917 -2.8609 2.3351
H129 -12.4002 -2.7354 2.8436
H130 -13.0874 -5.0240 1.5462
H131 -11.5105 -4.5888 2.0939
H132 -11.7628 -4.9354 0.3314

highest occupied orbital energy = -9.4 eV
total energy = -240036.525 eV
HOMO-LUMO gap = 9.6 eV
LUMO level = 0.251 eV
maximum force = 0.0793 hartree/bohr

Atomic partial charges in e from the Löwdin method, atoms 1 to 2: atom 1 (Cl): 0.529, atom 2 (C): -0.672